{"formula": "C2H5N3O2S", "method": "ωB97M-V with the def2-TZVPD basis set", "elements": ["C", "C", "N", "N", "N", "O", "O", "S", "H", "H", "H", "H", "H"], "xyz": [[1.092, -1.588, -0.912], [-0.441, 1.709, 0.892], [1.858, -0.489, -0.681], [1.326, 0.492, -0.108], [0.185, 0.469, 0.374], [-1.724, -0.058, -1.058], [-1.547, -1.490, 0.954], [-0.906, -0.820, -0.145], [0.667, -1.775, -1.859], [1.077, -2.338, -0.169], [-0.647, 2.143, -0.141], [-1.216, 1.364, 1.473], [0.277, 2.381, 1.380]], "forces_ev_per_a": [[-3.137, 1.091, 1.700], [2.571, 0.662, -4.153], [0.339, -0.319, -1.326], [3.430, 1.800, 0.217], [-2.415, -1.051, 2.390], [-0.361, -0.509, -0.348], [0.339, 0.101, 0.136], [1.584, 0.280, -0.931], [0.419, -0.510, -1.352], [0.458, -1.259, 0.461], [-0.981, 0.427, 1.877], [-2.095, -0.037, 1.219], [-0.150, -0.675, 0.109]], "lowdin_charge": [-0.0597, -0.0116, -0.0482, -0.0438, -0.3124, -0.3447, -0.3369, 0.7480, 0.0721, 0.0735, 0.1142, 0.0527, 0.0968], "gap_ev": 9.108, "relative_energy_kcal_mol": 117.9, "multiplicity": 1}

=====

{"formula": "C28H23BrN3O6Os", "method": "ωB97M-V with the def2-TZVPD basis set", "elements": ["Os", "O", "C", "C", "C", "C", "C", "C", "C", "O", "N", "N", "C", "C", "Br", "C", "C", "C", "C", "C", "C", "C", "H", "H", "H", "H", "H", "H", "H", "H", "H", "H", "H", "H", "H", "H", "O", "C", "O", "C", "C", "C", "C", "C", "C", "C", "C", "C", "N", "H", "H", "H", "H", "H", "H", "C", "C", "O", "O", "H", "H", "H"], "xyz": [[-1.925, 0.080, -0.377], [-1.127, 0.443, -4.452], [-0.675, -0.841, -4.365], [-0.895, -1.650, -5.473], [-0.437, -2.952, -5.490], [0.250, -3.466, -4.395], [0.462, -2.659, -3.294], [0.001, -1.343, -3.255], [0.315, -0.436, -2.092], [-0.674, 0.505, -1.730], [0.562, -1.172, -0.856], [0.180, -0.521, 0.287], [0.735, -0.838, 1.393], [0.474, -0.283, 2.713], [-1.126, 0.662, 3.067], [1.343, -0.431, 3.720], [2.717, -0.958, 3.623], [3.211, -1.743, 4.666], [4.505, -2.235, 4.624], [5.334, -1.922, 3.555], [4.866, -1.113, 2.530], [3.565, -0.635, 2.563], [-1.035, 0.878, -3.594], [-1.423, -1.223, -6.315], [-0.615, -3.571, -6.359], [0.611, -4.485, -4.399], [1.000, -3.077, -2.452], [1.189, 0.180, -2.349], [1.303, -1.854, -0.807], [1.514, -1.598, 1.375], [1.020, -0.123, 4.708], [2.569, -1.980, 5.505], [4.870, -2.856, 5.430], [6.350, -2.294, 3.531], [5.519, -0.846, 1.709], [3.220, 0.042, 1.789], [-5.513, 1.533, 0.106], [-4.336, 1.383, 0.102], [-3.733, 0.154, 0.130], [-3.338, 2.506, 0.102], [-3.765, 3.829, 0.161], [-2.811, 4.806, 0.174], [-1.445, 4.459, 0.185], [-0.432, 5.448, 0.254], [0.878, 5.086, 0.330], [1.229, 3.717, 0.346], [0.281, 2.740, 0.244], [-1.079, 3.093, 0.150], [-2.062, 2.133, 0.060], [-4.827, 4.029, 0.181], [-3.089, 5.853, 0.191], [-0.724, 6.490, 0.253], [1.651, 5.840, 0.386], [2.270, 3.439, 0.447], [0.556, 1.699, 0.255], [-2.677, -3.777, 0.257], [-2.295, -2.359, 0.069], [-1.966, -1.582, 1.026], [-2.253, -1.819, -1.071], [-3.257, -3.881, 1.172], [-1.770, -4.377, 0.357], [-3.243, -4.126, -0.602]], "forces_ev_per_a": [[1.159, -1.159, 3.359], [0.074, -0.129, 0.006], [-0.041, 0.265, -0.093], [-0.019, -0.053, -0.091], [-0.007, -0.009, 0.025], [-0.047, 0.032, -0.011], [-0.057, 0.007, 0.034], [-0.047, -0.133, 0.142], [0.164, 0.119, 0.075], [0.320, 0.165, -1.430], [-0.175, -0.395, 0.076], [-0.281, 0.009, -0.688], [0.189, 0.299, 0.240], [-0.142, -0.096, -0.168], [-0.038, 0.031, 0.013], [0.258, -0.135, 0.020], [-0.178, 0.033, 0.060], [-0.006, -0.084, 0.030], [-0.025, 0.003, -0.004], [-0.002, -0.005, 0.000], [-0.036, -0.027, -0.024], [0.039, 0.062, -0.024], [-0.040, -0.023, 0.042], [-0.011, -0.024, 0.004], [0.005, 0.009, -0.003], [0.014, 0.008, -0.013], [-0.022, 0.009, 0.020], [-0.022, 0.073, -0.024], [0.205, 0.221, 0.156], [0.115, 0.136, -0.040], [0.036, 0.071, -0.009], [0.013, 0.012, 0.008], [0.002, 0.010, 0.004], [-0.006, 0.002, -0.004], [-0.004, 0.014, 0.008], [0.020, -0.008, -0.007], [-0.046, 0.035, 0.019], [0.200, -0.451, 0.224], [-1.171, 0.464, -0.677], [0.153, -0.041, -0.097], [-0.061, -0.027, -0.061], [0.010, 0.038, -0.014], [0.031, 0.086, -0.021], [-0.044, -0.008, 0.001], [0.037, -0.065, -0.009], [0.016, 0.065, 0.011], [0.000, -0.006, -0.028], [-0.145, -0.062, 0.014], [0.235, 0.038, 0.307], [0.006, 0.011, -0.004], [0.004, -0.004, 0.028], [-0.002, -0.006, 0.012], [0.002, -0.008, 0.020], [0.004, 0.009, -0.039], [-0.004, 0.019, -0.040], [0.055, -0.006, 0.232], [0.034, -0.253, -0.346], [-0.694, 1.178, -0.603], [-0.047, -0.311, -0.569], [0.002, -0.023, -0.006], [-0.007, -0.006, -0.017], [0.026, 0.026, -0.028]], "lowdin_charge": [1.7509, 0.0715, -0.2580, 0.0018, -0.0642, -0.0799, -0.0400, -0.1155, -0.3309, -0.3450, 0.0168, -0.0876, -0.1545, -0.6246, 0.8481, -0.0785, -0.2275, -0.0267, -0.0615, -0.0667, -0.0666, -0.0524, 0.0743, 0.1260, 0.1110, 0.1051, 0.1024, 0.1682, 0.1406, 0.1435, 0.1129, 0.1204, 0.1119, 0.1109, 0.1092, 0.1116, 0.1941, -0.4730, -0.1866, -0.1670, 0.0418, 0.0504, -0.1279, -0.0078, -0.0420, -0.0315, -0.0196, -0.1805, -0.0073, 0.1369, 0.1358, 0.1253, 0.1174, 0.1161, 0.0771, 0.0546, -0.6131, -0.0979, -0.0669, 0.1042, 0.1061, 0.1045], "charge": 1, "gap_ev": 5.876, "multiplicity": 1}

=====

{"formula": "C34H94O13", "method": "ωB97M-V with the def2-TZVPD basis set", "elements": ["C", "C", "O", "H", "H", "H", "H", "H", "H", "C", "C", "O", "H", "H", "H", "H", "H", "H", "C", "C", "O", "H", "H", "H", "H", "H", "H", "C", "C", "O", "H", "H", "H", "H", "H", "H", "C", "C", "O", "H", "H", "H", "H", "H", "H", "C", "C", "C", "O", "H", "H", "H", "H", "H", "H", "H", "H", "C", "C", "C", "O", "H", "H", "H", "H", "H", "H", "H", "H", "C", "C", "C", "O", "H", "H", "H", "H", "H", "H", "H", "H", "C", "C", "C", "O", "H", "H", "H", "H", "H", "H", "H", "H", "C", "C", "C", "O", "H", "H", "H", "H", "H", "H", "H", "H", "C", "C", "C", "O", "H", "H", "H", "H", "H", "H", "H", "H", "C", "C", "C", "O", "H", "H", "H", "H", "H", "H", "H", "H", "C", "C", "C", "O", "H", "H", "H", "H", "H", "H", "H", "H"], "xyz": [[6.034, -6.984, -0.253], [6.284, -8.138, -1.280], [7.665, -8.187, -1.438], [4.987, -6.685, -0.207], [6.555, -6.095, -0.611], [6.398, -7.123, 0.765], [5.859, -7.953, -2.266], [5.931, -9.122, -0.973], [7.872, -9.057, -1.786], [-0.818, 5.249, 7.991], [-1.270, 5.033, 6.530], [-0.620, 3.884, 6.066], [-1.333, 6.120, 8.395], [0.229, 5.396, 8.256], [-1.144, 4.362, 8.534], [-1.130, 5.873, 5.850], [-2.342, 4.851, 6.446], [-1.138, 3.544, 5.332], [-3.384, -4.441, 8.556], [-2.714, -3.374, 7.602], [-3.070, -3.702, 6.291], [-3.316, -4.154, 9.606], [-2.789, -5.350, 8.647], [-4.441, -4.640, 8.381], [-1.629, -3.273, 7.623], [-3.078, -2.366, 7.803], [-2.973, -2.902, 5.768], [-3.776, 9.160, 1.181], [-5.226, 9.654, 0.928], [-6.062, 8.896, 1.811], [-3.081, 9.623, 0.481], [-3.668, 8.100, 0.950], [-3.598, 9.328, 2.244], [-5.529, 9.542, -0.113], [-5.332, 10.697, 1.227], [-6.909, 9.335, 1.917], [-0.616, -0.323, -9.915], [-1.653, -0.676, -11.026], [-1.200, -0.466, -12.361], [-0.291, 0.716, -9.953], [0.261, -0.963, -10.016], [-0.979, -0.562, -8.916], [-2.547, -0.061, -10.918], [-1.847, -1.747, -10.964], [-0.966, 0.465, -12.376], [4.545, 0.435, -5.358], [5.412, -0.709, -4.902], [5.017, -2.089, -5.514], [6.798, -0.461, -5.190], [4.818, 1.397, -4.924], [3.489, 0.241, -5.166], [4.621, 0.751, -6.398], [5.201, -0.752, -3.834], [4.123, -2.371, -4.958], [5.695, -2.908, -5.275], [4.891, -2.061, -6.597], [7.360, -1.134, -4.800], [1.862, -8.362, 5.351], [0.883, -9.516, 5.112], [0.391, -9.637, 3.676], [1.532, -10.769, 5.434], [2.796, -8.498, 4.804], [2.064, -8.320, 6.421], [1.367, -7.462, 4.987], [0.066, -9.429, 5.828], [-0.219, -10.533, 3.560], [1.205, -9.739, 2.957], [-0.151, -8.710, 3.485], [2.115, -10.670, 6.190], [-1.572, -6.648, -4.965], [-0.732, -7.723, -5.626], [-0.898, -9.096, -5.003], [-1.145, -7.930, -6.975], [-1.059, -6.409, -4.034], [-2.562, -7.054, -4.759], [-1.807, -5.808, -5.619], [0.314, -7.415, -5.640], [-0.483, -9.177, -3.998], [-0.433, -9.885, -5.594], [-1.961, -9.315, -4.905], [-2.043, -8.242, -6.839], [-3.571, 6.752, -5.704], [-3.247, 5.827, -6.896], [-4.511, 5.095, -7.387], [-2.766, 6.599, -7.941], [-3.711, 6.106, -4.837], [-4.556, 7.176, -5.895], [-2.844, 7.500, -5.386], [-2.547, 5.034, -6.634], [-4.315, 4.445, -8.240], [-5.218, 5.850, -7.730], [-4.934, 4.458, -6.610], [-2.204, 7.286, -7.577], [5.256, -0.128, 6.133], [5.345, 0.147, 7.622], [6.145, 1.385, 7.995], [3.990, 0.468, 7.950], [4.671, -1.025, 5.932], [6.224, -0.273, 5.653], [4.881, 0.736, 5.585], [5.793, -0.693, 8.154], [6.217, 1.514, 9.075], [5.583, 2.249, 7.638], [7.172, 1.354, 7.632], [3.540, 0.990, 7.282], [-1.183, 1.265, -0.733], [-1.469, -0.031, 0.040], [-0.200, -0.938, 0.172], [-1.961, 0.186, 1.362], [-1.314, 1.102, -1.803], [-0.206, 1.645, -0.433], [-1.915, 2.053, -0.559], [-2.285, -0.543, -0.470], [0.611, -0.365, 0.622], [0.213, -1.214, -0.798], [-0.246, -1.800, 0.837], [-2.814, 0.626, 1.345], [-8.700, 2.961, -0.320], [-8.572, 2.236, 1.048], [-8.503, 0.670, 0.854], [-7.470, 2.782, 1.705], [-7.844, 2.782, -0.970], [-8.825, 4.043, -0.274], [-9.556, 2.551, -0.856], [-9.430, 2.528, 1.655], [-8.364, 0.110, 1.780], [-7.644, 0.360, 0.259], [-9.417, 0.290, 0.397], [-7.581, 3.735, 1.717], [5.041, 7.204, 2.580], [5.870, 7.549, 1.357], [5.227, 6.946, 0.105], [6.036, 8.950, 1.259], [4.051, 7.660, 2.597], [5.499, 7.534, 3.512], [4.828, 6.143, 2.715], [6.811, 7.035, 1.555], [5.335, 5.861, 0.139], [5.578, 7.333, -0.852], [4.159, 7.163, 0.075], [6.741, 9.261, 1.832]], "forces_ev_per_a": [[-0.419, -0.072, -0.968], [-0.450, 0.879, 0.993], [1.468, -0.438, -0.127], [-0.136, -0.246, 0.041], [0.134, -0.051, -0.227], [0.021, -0.634, -0.165], [-0.575, 0.432, 0.092], [-0.373, 0.084, 0.441], [0.328, 0.048, -0.080], [-1.056, 0.160, -0.191], [0.203, 0.278, 0.595], [0.478, -0.688, -0.540], [-0.188, -0.027, 0.109], [0.184, -0.098, -0.882], [-0.055, 0.075, 0.163], [0.583, 0.363, 0.151], [-0.323, 0.101, 0.702], [0.182, -0.173, -0.115], [1.514, 0.833, 0.528], [-0.941, -0.439, 0.929], [-0.390, -0.277, -1.082], [-0.122, 0.762, 0.067], [-0.206, -0.322, -0.892], [0.255, 0.064, -0.524], [0.213, -0.558, 0.747], [-0.305, 0.048, 0.470], [-0.010, -0.109, -0.251], [-1.202, 0.122, -0.585], [0.595, -0.465, 0.761], [0.036, -0.280, -0.187], [0.124, 0.502, 0.448], [-0.367, -0.145, 0.251], [0.559, 0.051, -0.223], [-0.030, -0.083, -0.091], [0.288, 0.231, -0.281], [-0.006, 0.058, -0.094], [-0.141, -0.568, -0.724], [0.661, 0.092, 0.539], [0.424, 0.143, 0.437], [-0.104, 0.052, 0.017], [0.139, 0.091, -0.294], [-0.404, 0.242, -0.040], [-0.310, -0.339, 0.431], [-0.422, 0.152, 0.073], [0.157, 0.137, -0.437], [0.028, 1.074, -0.897], [0.535, -1.302, -0.668], [-0.342, 0.684, 0.946], [-0.501, 0.848, 0.059], [0.048, -0.236, 0.857], [0.069, -0.077, 0.166], [0.128, -0.863, -0.488], [0.537, -0.248, 0.366], [-0.539, -0.139, -0.609], [0.498, 0.319, 0.051], [-0.220, 0.094, 0.121], [-0.243, -0.156, 0.098], [-0.765, -0.413, -0.346], [1.325, -0.902, 0.213], [0.109, 0.197, 0.638], [-0.116, -0.115, -0.408], [-0.046, -0.100, -0.051], [0.087, 0.362, -0.019], [0.235, 0.305, 0.315], [-0.400, 0.281, -0.247], [-0.283, 0.245, 0.059], [0.212, 0.178, 0.180], [-0.300, -0.223, -0.416], [-0.060, 0.188, 0.082], [-0.192, -0.589, 0.115], [-0.087, -0.561, -0.597], [0.329, -0.109, 1.077], [0.019, 0.607, -0.257], [-0.397, 0.556, 0.064], [-0.076, -0.206, 0.395], [0.760, 0.220, 0.101], [0.045, -0.058, -0.192], [0.034, 0.122, 0.161], [0.023, 0.233, -0.163], [-0.150, -0.082, -0.077], [-0.307, -0.132, -0.622], [-0.771, -1.491, 0.333], [-0.867, -0.247, 0.846], [0.334, 0.410, -0.041], [0.485, 0.517, -1.300], [-0.041, -0.016, 0.239], [0.171, 0.503, 0.007], [0.166, 0.009, -0.543], [0.475, 0.100, 0.279], [0.312, 0.077, -0.018], [-0.250, -0.083, 0.163], [-0.096, 0.218, 0.122], [0.083, 0.000, -0.088], [1.420, -0.266, -0.588], [-0.610, 1.745, -1.378], [0.280, 0.030, 0.064], [-0.501, -1.194, 2.011], [-0.191, 0.202, 0.030], [0.314, -0.273, 0.177], [-0.485, 0.062, 0.186], [-0.936, -0.318, 0.256], [-0.180, -0.225, 0.091], [0.388, 0.163, -0.279], [-0.018, 0.153, -0.277], [0.508, -0.074, -0.292], [-0.214, -0.179, 0.302], [-0.066, -0.625, 0.187], [0.062, 1.016, -0.009], [0.619, 0.156, 0.478], [0.717, -0.204, -0.108], [0.054, 0.121, -0.424], [-0.164, -0.094, 0.543], [0.194, -0.404, -0.388], [-0.066, 0.474, 0.096], [-0.368, -0.212, -0.128], [-0.765, -0.106, -0.303], [-0.019, 0.063, -0.236], [-0.400, -0.950, -0.225], [-0.677, -0.008, -1.471], [0.413, 1.030, 0.559], [1.417, -0.507, 0.723], [0.248, -0.163, 0.230], [-0.077, 0.018, 0.434], [-0.195, 0.118, -0.063], [-0.557, -0.520, -0.089], [-0.188, 0.373, 0.329], [-0.029, 0.342, -0.349], [0.019, 0.233, -0.103], [0.046, 0.036, 0.023], [-0.846, 0.004, 0.855], [-0.346, -0.858, 0.474], [-0.308, 0.463, -0.002], [-0.111, 0.214, -0.607], [-0.037, 0.311, -0.423], [0.333, 0.072, -0.045], [0.347, -0.223, -0.295], [0.506, 0.217, -0.437], [0.063, 0.031, -0.090], [0.566, -0.035, 0.198], [-0.158, 0.007, 0.276], [-0.010, -0.203, 0.097]], "lowdin_charge": [-0.0744, -0.3252, -0.0876, 0.0621, 0.0661, 0.0687, 0.1027, 0.1049, 0.0828, -0.0783, -0.3336, -0.0829, 0.0657, 0.0702, 0.0706, 0.1016, 0.1055, 0.0811, -0.0691, -0.3127, -0.0914, 0.0573, 0.0614, 0.0706, 0.1034, 0.0998, 0.0808, -0.0818, -0.3069, -0.0993, 0.0682, 0.0672, 0.0734, 0.1010, 0.1032, 0.0749, -0.0868, -0.3082, -0.0866, 0.0651, 0.0674, 0.0652, 0.1024, 0.1083, 0.0732, -0.0742, -0.4780, -0.0540, -0.0548, 0.0770, 0.0818, 0.0784, 0.1238, 0.0705, 0.0682, 0.0795, 0.0818, -0.0608, -0.4831, -0.0566, -0.0751, 0.0825, 0.0758, 0.0775, 0.1283, 0.0787, 0.0809, 0.0782, 0.0738, -0.0597, -0.5033, -0.0699, -0.0605, 0.0836, 0.0743, 0.0820, 0.1364, 0.0782, 0.0833, 0.0782, 0.0774, -0.0552, -0.5179, -0.0575, -0.0404, 0.0734, 0.0774, 0.0759, 0.1251, 0.0750, 0.0793, 0.0784, 0.0865, -0.0745, -0.4738, -0.0674, -0.0754, 0.0830, 0.0745, 0.0806, 0.1376, 0.0764, 0.0797, 0.0769, 0.0825, -0.0602, -0.4701, -0.0502, -0.0653, 0.0760, 0.0772, 0.0711, 0.1227, 0.0693, 0.0737, 0.0729, 0.0828, -0.0681, -0.4793, -0.0395, -0.0554, 0.0769, 0.0711, 0.0709, 0.1245, 0.0681, 0.0722, 0.0723, 0.0865, -0.0814, -0.5031, -0.0556, -0.0385, 0.0792, 0.0733, 0.0776, 0.1283, 0.0790, 0.0759, 0.0755, 0.0897], "gap_ev": 10.256, "relative_energy_kcal_mol": 117.1, "multiplicity": 1}